Entry 1:
{
  "formula": "C44H24IrN11O2",
  "method": "ωB97M-V with the def2-TZVPD basis set",
  "total_charge": 1,
  "relative_energy_ev": 0.472,
  "multiplicity": 6,
  "orbital_gap_ev": [4.79, 5.37],
  "symbols": ["Ir", "C", "C", "C", "C", "C", "N", "C", "C", "C", "C", "C", "C", "C", "C", "N", "C", "N", "C", "N", "C", "N", "C", "N", "C", "N", "C", "C", "C", "C", "C", "C", "C", "C", "C", "C", "C", "C", "C", "C", "N", "H", "H", "H", "H", "H", "H", "H", "H", "H", "H", "H", "H", "H", "H", "H", "H", "O", "C", "N", "C", "O", "C", "C", "C", "C", "C", "N", "C", "C", "C", "C", "C", "N", "H", "H", "H", "H", "H", "H", "H", "H"],
  "positions_angstrom": [[0.001, -0.495, 0.344], [-2.999, -3.521, -4.790], [-2.177, -4.583, -4.409], [-1.270, -4.449, -3.367], [-1.222, -3.227, -2.721], [-0.389, -2.770, -1.609], [0.507, -3.544, -1.035], [1.224, -3.214, 0.031], [2.239, -4.047, 0.623], [2.760, -5.283, 0.244], [3.741, -5.832, 1.042], [4.199, -5.175, 2.202], [3.684, -3.957, 2.585], [2.693, -3.393, 1.778], [1.950, -2.175, 1.884], [2.050, -1.303, 2.904], [1.483, -0.139, 2.951], [0.721, 0.520, 1.998], [0.373, 1.764, 2.507], [-0.277, 2.765, 1.992], [-1.067, 2.964, 0.964], [-1.896, 1.897, 0.342], [-2.241, 2.407, -1.039], [-2.098, 0.183, -2.377], [-1.679, -1.060, -2.234], [-0.698, -1.480, -1.325], [-2.046, -2.166, -3.098], [-2.947, -2.291, -4.147], [-1.964, 3.822, -1.034], [-2.201, 4.777, -2.003], [-1.754, 6.076, -1.769], [-1.071, 6.389, -0.599], [-0.810, 5.430, 0.376], [-1.274, 4.141, 0.165], [0.951, 1.899, 3.856], [0.897, 2.939, 4.764], [1.552, 2.753, 5.977], [2.232, 1.568, 6.256], [2.282, 0.530, 5.332], [1.625, 0.724, 4.133], [1.094, -2.086, 0.818], [-3.693, -3.659, -5.608], [-2.249, -5.523, -4.939], [-0.621, -5.259, -3.064], [2.403, -5.783, -0.646], [4.172, -6.789, 0.779], [4.970, -5.644, 2.798], [4.029, -3.450, 3.476], [-3.576, -1.465, -4.441], [-2.732, 4.523, -2.910], [-1.939, 6.846, -2.504], [-0.729, 7.403, -0.442], [-0.255, 5.675, 1.271], [0.371, 3.856, 4.537], [1.537, 3.541, 6.718], [2.731, 1.459, 7.209], [2.812, -0.390, 5.535], [-4.011, 2.223, 1.181], [-3.081, 1.489, 1.199], [-1.191, 0.833, -0.262], [-1.418, 1.244, -1.606], [-2.931, 0.581, -3.263], [-0.125, 1.582, -2.339], [-0.136, 2.242, -3.556], [1.084, 2.467, -4.175], [2.244, 2.018, -3.562], [2.144, 1.350, -2.353], [0.978, 1.136, -1.747], [-3.004, 0.239, 2.027], [-4.062, 0.052, 2.905], [-4.049, -1.069, 3.723], [-2.987, -1.947, 3.636], [-1.971, -1.680, 2.726], [-1.978, -0.615, 1.934], [-1.073, 2.545, -4.004], [1.128, 2.981, -5.126], [3.213, 2.175, -4.014], [3.024, 0.970, -1.850], [-4.865, 0.773, 2.941], [-4.859, -1.244, 4.419], [-2.933, -2.831, 4.254], [-1.122, -2.347, 2.625]]
}

---

Entry 2:
{
  "formula": "C44H25BrF3IrN6O5S2Sb",
  "method": "ωB97M-V with the def2-TZVPD basis set",
  "total_charge": 0,
  "relative_energy_ev": 0.568,
  "multiplicity": 2,
  "orbital_gap_ev": [7.08, 4.92],
  "symbols": ["Ir", "Br", "C", "C", "C", "C", "C", "C", "N", "N", "C", "C", "C", "C", "O", "C", "N", "C", "C", "C", "C", "H", "H", "H", "H", "H", "H", "H", "H", "H", "S", "C", "S", "C", "C", "N", "C", "N", "O", "C", "O", "C", "C", "C", "C", "C", "C", "N", "O", "O", "H", "H", "H", "H", "F", "C", "C", "C", "C", "C", "C", "Sb", "C", "C", "C", "C", "F", "C", "C", "C", "C", "C", "C", "F", "C", "C", "H", "H", "H", "H", "H", "H", "H", "H", "H", "H", "H", "H"],
  "positions_angstrom": [[-0.261, -0.106, 0.373], [5.744, -6.391, 1.274], [5.935, -4.604, 1.846], [4.975, -4.044, 2.675], [5.120, -2.731, 3.095], [6.231, -2.001, 2.696], [7.209, -2.586, 1.901], [7.052, -3.884, 1.450], [6.514, -0.684, 3.167], [5.642, 0.158, 3.364], [4.259, -0.023, 3.038], [3.361, 0.092, 4.073], [1.976, 0.049, 3.868], [1.479, -0.056, 2.588], [0.184, -0.001, 2.311], [2.395, -0.157, 1.506], [1.835, -0.228, 0.267], [2.600, -0.206, -0.800], [3.997, -0.114, -0.701], [4.585, -0.062, 0.533], [3.786, -0.113, 1.696], [4.127, -4.636, 2.993], [4.382, -2.280, 3.742], [8.092, -2.013, 1.648], [7.800, -4.343, 0.819], [3.750, 0.231, 5.074], [1.288, 0.150, 4.696], [2.099, -0.231, -1.759], [4.587, -0.064, -1.604], [5.656, 0.046, 0.616], [-1.049, -0.517, -1.775], [-2.640, -0.060, -1.226], [-2.582, 0.251, 0.472], [-3.746, -0.017, -2.026], [-3.643, -0.344, -3.410], [-3.518, -0.620, -4.521], [-5.021, 0.307, -1.474], [-6.053, 0.559, -1.032], [1.449, 2.406, 1.204], [0.677, 2.675, 0.300], [-0.087, 1.823, -0.325], [0.562, 4.077, -0.236], [1.567, 4.988, 0.066], [1.494, 6.287, -0.406], [0.393, 6.647, -1.163], [-0.628, 5.765, -1.466], [-0.532, 4.464, -1.002], [0.305, 8.033, -1.666], [1.229, 8.782, -1.418], [-0.687, 8.343, -2.293], [2.397, 4.667, 0.680], [2.262, 7.016, -0.197], [-1.469, 6.100, -2.054], [-1.304, 3.742, -1.228], [-5.801, -5.945, 0.125], [-4.694, -5.201, 0.265], [-3.682, -5.668, 1.082], [-2.542, -4.894, 1.224], [-2.426, -3.673, 0.562], [-3.461, -3.235, -0.258], [-4.607, -4.000, -0.410], [-0.597, -2.652, 0.799], [-0.143, -3.158, 2.798], [1.150, -3.487, 3.195], [1.429, -3.754, 4.528], [0.406, -3.654, 5.449], [0.675, -3.906, 6.741], [-0.883, -3.309, 5.093], [-1.151, -3.065, 3.756], [0.750, -3.889, -0.256], [1.296, -3.488, -1.472], [2.142, -4.328, -2.181], [2.423, -5.573, -1.656], [3.239, -6.393, -2.336], [1.890, -6.010, -0.459], [1.053, -5.155, 0.242], [-3.795, -6.616, 1.590], [-1.749, -5.253, 1.870], [-3.393, -2.297, -0.786], [-5.423, -3.671, -1.039], [1.950, -3.555, 2.465], [2.416, -4.039, 4.864], [-1.652, -3.241, 5.850], [-2.162, -2.803, 3.465], [1.052, -2.520, -1.893], [2.570, -4.034, -3.130], [2.129, -6.999, -0.093], [0.637, -5.493, 1.183]]
}

---

Entry 3:
{
  "formula": "C44H30CeN4O",
  "method": "ωB97M-V with the def2-TZVPD basis set",
  "total_charge": 1,
  "multiplicity": 2,
  "orbital_gap_ev": [5.13, 5.14],
  "symbols": ["Ce", "C", "C", "C", "C", "C", "C", "C", "C", "C", "C", "C", "C", "C", "C", "C", "C", "C", "C", "C", "N", "C", "C", "C", "C", "C", "C", "C", "C", "C", "C", "C", "C", "N", "C", "C", "C", "C", "C", "N", "C", "C", "C", "C", "C", "C", "C", "C", "N", "H", "H", "H", "H", "H", "H", "H", "H", "H", "H", "H", "H", "H", "H", "H", "H", "H", "H", "H", "H", "H", "H", "H", "H", "H", "H", "H", "H", "O", "H", "H"],
  "positions_angstrom": [[16.255, 11.643, 12.013], [8.610, 9.701, 10.120], [9.015, 10.988, 10.348], [10.339, 11.235, 10.759], [11.188, 10.183, 11.158], [10.707, 8.861, 11.066], [9.431, 8.626, 10.575], [12.600, 10.504, 11.582], [12.856, 11.611, 12.408], [11.874, 12.479, 12.992], [12.545, 13.481, 13.671], [13.961, 13.231, 13.557], [15.037, 13.955, 14.143], [14.881, 15.406, 14.456], [13.850, 15.750, 15.340], [13.613, 17.092, 15.693], [14.321, 18.054, 15.005], [15.403, 17.765, 14.213], [15.722, 16.443, 13.976], [16.284, 13.402, 14.545], [16.836, 12.157, 14.187], [18.005, 11.922, 14.926], [18.868, 10.843, 14.725], [20.020, 10.719, 15.689], [19.832, 10.820, 17.059], [20.911, 10.660, 17.933], [22.213, 10.372, 17.463], [22.394, 10.245, 16.094], [21.307, 10.386, 15.210], [18.709, 9.922, 13.662], [19.542, 8.787, 13.338], [19.062, 8.231, 12.151], [17.873, 8.945, 11.770], [17.692, 9.994, 12.679], [17.157, 8.736, 10.575], [15.722, 8.885, 10.542], [14.818, 8.531, 9.492], [13.528, 8.930, 9.848], [13.645, 9.690, 11.065], [14.975, 9.656, 11.474], [17.985, 8.290, 9.385], [19.233, 8.828, 9.059], [19.888, 8.464, 7.862], [19.273, 7.629, 6.926], [18.009, 7.104, 7.232], [17.438, 7.368, 8.445], [18.194, 13.037, 15.794], [17.149, 13.933, 15.570], [14.118, 12.059, 12.830], [7.668, 9.499, 9.643], [8.305, 11.772, 10.178], [10.717, 12.249, 10.800], [11.379, 8.040, 11.322], [9.038, 7.621, 10.521], [10.790, 12.314, 13.025], [12.048, 14.347, 14.157], [13.282, 14.922, 15.810], [12.886, 17.379, 16.426], [14.056, 19.083, 15.150], [15.984, 18.537, 13.766], [16.583, 16.173, 13.363], [18.840, 11.019, 17.476], [20.724, 10.750, 18.995], [23.009, 10.253, 18.175], [23.378, 10.024, 15.727], [21.537, 10.305, 14.138], [20.380, 8.388, 13.930], [19.488, 7.373, 11.607], [14.993, 7.974, 8.583], [12.585, 8.684, 9.338], [19.730, 9.487, 9.787], [20.882, 8.863, 7.715], [19.746, 7.388, 5.989], [17.476, 6.483, 6.509], [16.488, 6.838, 8.676], [18.998, 13.144, 16.511], [16.993, 14.887, 16.112], [17.131, 12.659, 9.779], [17.081, 12.357, 8.868], [17.088, 13.640, 9.763]]
}

---

Entry 4:
{
  "formula": "C44H30Cl2F9N4O3P2RuSe2",
  "method": "ωB97M-V with the def2-TZVPD basis set",
  "total_charge": 1,
  "relative_energy_ev": 0.357,
  "multiplicity": 5,
  "orbital_gap_ev": [7.46, 3.31],
  "symbols": ["Ru", "Se", "P", "C", "C", "C", "C", "C", "C", "C", "C", "C", "C", "C", "C", "C", "C", "N", "N", "N", "P", "Se", "C", "C", "C", "C", "C", "C", "C", "C", "C", "C", "C", "C", "H", "H", "H", "H", "H", "H", "H", "H", "H", "H", "H", "H", "H", "H", "H", "H", "H", "H", "H", "H", "F", "C", "F", "F", "C", "O", "C", "F", "F", "F", "C", "F", "F", "F", "Cl", "C", "C", "C", "C", "C", "Cl", "C", "N", "C", "C", "C", "C", "C", "C", "C", "C", "O", "O", "H", "H", "H", "H", "H", "H", "H", "H", "H", "H"],
  "positions_angstrom": [[-2.232, 0.406, -1.488], [0.174, 0.614, 4.504], [-0.341, -1.317, 3.829], [-1.668, -2.079, 4.801], [-1.643, -3.303, 5.458], [-2.758, -3.732, 6.167], [-3.898, -2.950, 6.222], [-3.925, -1.720, 5.576], [-2.816, -1.286, 4.875], [1.093, -2.356, 3.413], [1.913, -1.782, 2.438], [3.034, -2.444, 1.975], [3.365, -3.690, 2.497], [2.572, -4.254, 3.482], [1.438, -3.594, 3.940], [-1.117, -1.125, 2.213], [-1.182, -0.039, 1.374], [-1.821, -0.490, 0.255], [-2.129, -1.778, 0.405], [-1.713, -2.164, 1.573], [-0.579, 1.632, 1.400], [-1.469, 2.470, -0.513], [1.199, 1.721, 1.200], [2.049, 2.396, 2.068], [3.413, 2.380, 1.833], [3.928, 1.677, 0.750], [3.076, 0.999, -0.110], [1.707, 1.029, 0.103], [-1.409, 2.663, 2.608], [-0.891, 3.868, 3.066], [-1.632, 4.629, 3.957], [-2.884, 4.200, 4.374], [-3.413, 3.011, 3.885], [-2.681, 2.241, 2.999], [-0.775, -3.936, 5.443], [-2.726, -4.686, 6.677], [-4.764, -3.292, 6.775], [-4.809, -1.097, 5.626], [-2.828, -0.311, 4.401], [1.681, -0.799, 2.048], [3.650, -1.986, 1.210], [4.245, -4.213, 2.143], [2.831, -5.216, 3.905], [0.855, -4.065, 4.711], [1.671, 2.881, 2.960], [4.075, 2.898, 2.514], [4.997, 1.657, 0.580], [3.466, 0.444, -0.955], [1.048, 0.517, -0.595], [0.071, 4.234, 2.726], [-1.230, 5.566, 4.320], [-3.454, 4.798, 5.073], [-4.396, 2.681, 4.196], [-3.097, 1.317, 2.619], [-6.120, 3.069, -2.975], [-4.889, 2.740, -2.612], [-4.081, 3.774, -2.836], [-4.897, 2.510, -1.286], [-4.350, 1.471, -3.342], [-3.026, 1.272, -3.008], [-5.171, 0.224, -2.894], [-6.483, 0.409, -2.982], [-4.833, -0.849, -3.588], [-4.869, -0.047, -1.589], [-4.408, 1.671, -4.886], [-3.850, 0.638, -5.511], [-5.666, 1.794, -5.308], [-3.733, 2.767, -5.221], [1.843, 2.781, -3.466], [3.124, 2.150, -4.456], [4.036, 3.028, -5.010], [5.052, 2.536, -5.810], [5.138, 1.180, -6.072], [4.209, 0.312, -5.527], [4.303, -1.370, -5.910], [3.188, 0.767, -4.682], [2.232, -0.110, -4.154], [2.570, -1.207, -3.349], [3.864, -1.386, -2.846], [4.157, -2.467, -2.034], [3.173, -3.384, -1.707], [1.893, -3.229, -2.219], [1.578, -2.166, -3.049], [0.185, -2.043, -3.627], [-0.661, -1.080, -2.847], [-1.866, -1.369, -2.545], [-0.189, 0.034, -2.453], [3.944, 4.088, -4.808], [5.775, 3.215, -6.242], [5.915, 0.783, -6.711], [1.387, 0.360, -3.840], [4.635, -0.667, -3.091], [5.163, -2.589, -1.652], [3.403, -4.230, -1.070], [1.125, -3.957, -1.983], [-0.325, -3.001, -3.663], [0.253, -1.643, -4.643]]
}

---

Entry 5:
{
  "formula": "C44H30F24GeN8O3PSTl",
  "method": "ωB97M-V with the def2-TZVPD basis set",
  "total_charge": -2,
  "relative_energy_ev": 0.000,
  "orbital_gap_ev": 7.15,
  "symbols": ["Tl", "C", "N", "C", "C", "N", "C", "P", "C", "N", "C", "C", "N", "C", "C", "N", "C", "C", "N", "C", "H", "H", "H", "H", "H", "H", "H", "H", "H", "H", "H", "H", "H", "H", "H", "N", "C", "C", "C", "N", "H", "H", "H", "H", "H", "H", "H", "H", "H", "H", "F", "C", "F", "F", "C", "O", "C", "F", "F", "F", "C", "F", "F", "F", "O", "C", "O", "C", "C", "C", "C", "C", "C", "H", "H", "H", "H", "H", "F", "C", "C", "C", "F", "C", "F", "C", "F", "C", "F", "Ge", "S", "C", "C", "F", "C", "F", "C", "F", "C", "F", "C", "F", "C", "C", "F", "C", "F", "C", "F", "C", "F", "C", "F"],
  "positions_angstrom": [[-1.367, -0.829, -0.831], [-0.066, 2.529, -4.900], [0.730, 1.735, -3.985], [1.585, 2.234, -3.049], [2.101, 1.152, -2.391], [1.575, -0.001, -2.896], [0.737, 0.376, -3.842], [-0.137, -0.705, -5.014], [0.850, -2.234, -4.867], [1.165, -2.944, -3.805], [1.926, -3.979, -4.255], [2.080, -3.907, -5.612], [1.394, -2.791, -6.001], [1.261, -2.319, -7.365], [-1.699, -1.245, -4.250], [-1.873, -2.339, -3.536], [-3.220, -2.461, -3.348], [-3.867, -1.416, -3.945], [-2.895, -0.647, -4.521], [-3.113, 0.620, -5.193], [0.444, 3.476, -5.069], [-1.053, 2.726, -4.479], [-0.161, 2.003, -5.850], [1.714, 3.293, -2.907], [2.798, 1.138, -1.571], [2.329, -4.719, -3.582], [2.602, -4.528, -6.321], [1.844, -2.971, -8.013], [1.630, -1.300, -7.462], [0.220, -2.339, -7.686], [-3.635, -3.262, -2.760], [-4.904, -1.128, -3.964], [-4.157, 0.677, -5.493], [-2.482, 0.677, -6.081], [-2.888, 1.450, -4.521], [0.440, -2.745, 0.216], [0.324, -3.393, 1.518], [0.154, -2.374, 2.645], [-1.264, -1.812, 2.806], [-1.497, -0.644, 1.965], [0.380, -3.402, -0.552], [1.302, -2.220, 0.120], [1.187, -4.035, 1.748], [-0.559, -4.036, 1.489], [0.845, -1.541, 2.467], [0.450, -2.854, 3.584], [-1.438, -1.598, 3.872], [-1.992, -2.569, 2.513], [-0.966, 0.166, 2.267], [-2.483, -0.418, 1.932], [-4.411, -1.800, 2.749], [-5.328, -1.756, 1.774], [-6.453, -2.306, 2.282], [-5.589, -0.458, 1.553], [-4.781, -2.443, 0.461], [-3.540, -2.117, 0.220], [-5.759, -2.016, -0.707], [-5.708, -2.894, -1.732], [-7.061, -1.937, -0.349], [-5.412, -0.830, -1.195], [-4.933, -4.002, 0.648], [-4.214, -4.657, -0.270], [-6.199, -4.467, 0.558], [-4.466, -4.389, 1.850], [-3.175, 3.271, -3.421], [-2.636, 2.662, -2.468], [-2.126, 1.517, -2.503], [-2.560, 3.394, -1.130], [-1.594, 3.039, -0.195], [-1.512, 3.696, 1.027], [-2.413, 4.709, 1.327], [-3.379, 5.073, 0.395], [-3.444, 4.425, -0.832], [-0.895, 2.251, -0.442], [-0.742, 3.407, 1.734], [-2.362, 5.214, 2.285], [-4.083, 5.864, 0.629], [-4.175, 4.702, -1.581], [5.699, 1.542, 4.106], [5.715, 0.645, 3.104], [4.540, 0.232, 2.504], [4.664, -0.738, 1.522], [3.584, -1.255, 0.931], [5.889, -1.248, 1.127], [5.978, -2.187, 0.178], [7.040, -0.788, 1.736], [8.235, -1.272, 1.371], [6.956, 0.158, 2.738], [8.075, 0.582, 3.344], [2.763, 1.086, 2.861], [1.387, 1.213, 1.300], [3.278, 2.958, 3.404], [3.933, 3.718, 2.447], [4.504, 3.124, 1.386], [4.037, 5.094, 2.511], [4.686, 5.787, 1.566], [3.464, 5.764, 3.575], [3.557, 7.096, 3.661], [2.817, 5.047, 4.561], [2.290, 5.693, 5.611], [2.743, 3.668, 4.461], [2.139, 3.033, 5.483], [2.098, 0.124, 4.497], [2.689, -0.988, 5.072], [3.916, -1.402, 4.706], [2.075, -1.743, 6.057], [2.689, -2.810, 6.592], [0.816, -1.392, 6.496], [0.217, -2.105, 7.455], [0.184, -0.292, 5.948], [-1.033, 0.051, 6.377], [0.826, 0.433, 4.961], [0.150, 1.470, 4.459]]
}